No. 1
The following is a DFT calculation (ωB97M-V/def2-TZVPD) of a molecular structure, C18H37CrO2P3.

## Properties
* energy relative to the best compared isomer or geometry (same formula, charge and spin): 0.2 kcal/mol
* gap between HOMO and LUMO (spin up / spin down): 1.9 / 1.9 eV
* E_HOMO (spin up / spin down): -15.64 / -15.23 eV
* <S²>: 3.830

Geometry as ORCA input:
```
! RIJCOSX wB97M-V def2-TZVPD def2/J DEFGRID3
* xyz 3 4
Cr 0.000 0.000 0.000
P -0.049 -0.880 -2.130
P -0.870 -1.985 0.838
P 1.369 1.721 -0.726
H 1.801 -1.537 1.596
C 1.702 -0.500 1.270
C 0.776 0.366 1.986
H 0.204 -0.048 2.811
C 1.345 -1.973 -2.706
C -1.457 -1.967 -2.673
C -0.114 0.226 -3.625
C -0.844 -2.257 2.669
C -2.613 -2.556 0.553
C 0.035 -3.523 0.344
C 2.215 2.772 0.541
C 0.764 3.099 -1.808
C 2.876 1.226 -1.679
H 2.676 -0.100 0.984
H 1.077 1.388 2.201
H 1.197 -2.326 -3.734
H 1.432 -2.833 -2.037
H 2.285 -1.418 -2.647
H -1.335 -2.268 -3.720
H -2.396 -1.415 -2.568
H -1.519 -2.868 -2.059
H -0.178 -0.370 -4.543
H 0.775 0.856 -3.687
H -0.993 0.874 -3.559
H -1.240 -3.252 2.896
H -1.460 -1.503 3.166
H 0.176 -2.182 3.054
H -2.692 -3.635 0.725
H -2.944 -2.328 -0.460
H -3.275 -2.044 1.255
H -0.316 -4.389 0.917
H 1.103 -3.375 0.520
H -0.112 -3.725 -0.719
H 2.863 3.498 0.038
H 2.821 2.153 1.206
H 1.476 3.307 1.143
H 1.597 3.742 -2.112
H 0.039 3.703 -1.256
H 0.272 2.706 -2.699
H 3.534 2.085 -1.856
H 2.596 0.793 -2.641
H 3.414 0.466 -1.106
C 6.322 -1.209 -4.132
C 7.367 -2.134 -4.201
C 8.307 -2.195 -3.172
C 8.211 -1.340 -2.075
C 7.162 -0.419 -2.016
C 6.217 -0.347 -3.036
O 5.366 -1.101 -5.114
H 5.558 -1.752 -5.807
H 7.445 -2.804 -5.057
H 9.117 -2.917 -3.233
H 8.944 -1.389 -1.276
H 7.077 0.253 -1.166
H 5.398 0.364 -3.000
O -2.752 1.452 -0.502
C -1.767 0.933 -0.321
*
```



No. 2
The following is a DFT calculation (ωB97M-V/def2-TZVPD) of a molecular structure, C18H37F6N5O10V.

## Properties
* gap between HOMO and LUMO (spin up / spin down): 9.0 / 9.0 eV
* E_HOMO (spin up / spin down): -8.54 / -8.59 eV
* <S²>: 0.773

Geometry as ORCA input:
```
! RIJCOSX wB97M-V def2-TZVPD def2/J DEFGRID3
* xyz 0 2
O -0.043 0.937 -1.781
V 0.315 0.303 -0.402
C 1.225 2.657 1.738
O 2.590 2.266 1.948
O 0.749 1.984 0.720
C 0.439 2.398 3.028
F 0.292 1.114 3.372
F 0.957 3.062 4.086
F -0.795 2.927 2.884
C 3.461 3.122 2.650
C 4.770 2.393 2.877
H 5.454 3.021 3.450
H 4.676 1.415 3.344
H 5.277 2.264 1.913
H 3.019 3.342 3.622
H 3.699 4.077 2.164
H 1.153 3.745 1.548
C -0.349 -2.865 -1.483
O -1.369 -3.292 -0.488
O 0.006 -1.686 -1.154
C 0.869 -3.798 -1.542
F 1.654 -3.653 -0.454
F 0.551 -5.113 -1.639
F 1.624 -3.535 -2.626
C -2.081 -4.498 -0.680
C -2.900 -4.830 0.572
H -2.287 -5.144 1.417
H -3.488 -3.956 0.872
H -3.574 -5.651 0.329
H -1.412 -5.352 -0.780
H -2.748 -4.451 -1.547
H -0.873 -2.912 -2.459
O 0.716 -0.948 1.545
C 0.540 -1.856 2.354
N -0.148 -2.959 2.043
C 1.166 -1.781 3.719
H -0.306 -3.668 2.735
H -0.535 -3.095 1.111
H 1.582 -2.728 4.050
H 0.429 -1.391 4.428
H 1.918 -0.995 3.715
O -2.209 -1.222 -4.799
C -3.064 -0.435 -4.433
N -3.856 0.229 -5.329
C -3.206 0.008 -2.997
H -4.546 0.903 -5.058
H -3.830 -0.069 -6.288
H -4.230 -0.156 -2.657
H -2.771 0.991 -2.828
H -2.606 -0.673 -2.389
O 2.357 0.110 -0.998
C 3.517 0.364 -1.312
N 4.336 1.040 -0.476
C 4.059 -0.010 -2.647
H 5.238 1.325 -0.801
H 4.031 1.094 0.486
H 5.145 -0.060 -2.665
H 3.611 0.584 -3.448
H 3.715 -0.993 -2.988
O -1.816 0.343 0.163
C -2.427 -0.077 1.160
N -2.756 -1.389 1.193
C -2.752 0.767 2.336
H -2.338 -1.949 0.448
H -3.642 -1.638 1.598
H -3.725 0.469 2.745
H -2.864 1.819 2.090
H -2.002 0.687 3.118
O -2.092 4.211 -2.886
C -1.330 4.098 -1.948
N -1.813 3.901 -0.688
C 0.175 4.198 -2.082
H -2.802 4.078 -0.616
H -1.240 3.950 0.134
H 0.379 5.195 -2.465
H 0.493 3.412 -2.761
H 0.635 4.028 -1.110
*
```



No. 3
The following is a DFT calculation (ωB97M-V/def2-TZVPD) of a molecular structure, C18H37N2O2P3SW.

## Properties
* energy relative to the best compared isomer or geometry (same formula, charge and spin): 41.1 kcal/mol
* gap between HOMO and LUMO (spin up / spin down): 6.4 / 4.9 eV
* E_HOMO (spin up / spin down): -21.00 / -21.04 eV
* <S²>: 2.015

Geometry as ORCA input:
```
! RIJCOSX wB97M-V def2-TZVPD def2/J DEFGRID3
* xyz 4 3
P -2.297 1.476 -0.021
C -3.876 0.593 0.387
H -4.718 1.258 0.124
H -3.931 0.375 1.463
H -3.976 -0.346 -0.175
C -2.656 2.909 1.081
H -2.024 3.774 0.832
H -2.455 2.615 2.123
H -3.724 3.191 0.999
C -2.871 2.090 -1.654
H -3.771 2.717 -1.520
H -3.108 1.220 -2.288
H -2.070 2.674 -2.128
P 1.138 -0.863 -2.438
C 0.459 -2.417 -3.104
H 1.155 -2.704 -3.910
H -0.545 -2.244 -3.512
H 0.434 -3.211 -2.344
C 1.047 0.114 -3.942
H 1.670 1.015 -3.880
H 0.004 0.403 -4.141
H 1.399 -0.540 -4.760
C 2.860 -1.381 -2.271
H 3.205 -1.644 -3.287
H 2.919 -2.268 -1.619
H 3.484 -0.578 -1.857
P 1.349 -0.418 2.330
C 1.136 -2.048 3.180
H 1.561 -1.968 4.198
H 1.666 -2.832 2.624
H 0.077 -2.332 3.260
C 3.174 -0.380 2.541
H 3.444 -0.776 3.537
H 3.564 0.640 2.419
H 3.622 -1.025 1.770
C 0.778 0.574 3.782
H 1.421 0.372 4.660
H -0.258 0.288 4.029
H 0.803 1.648 3.550
W 0.118 -0.181 -0.346
C -1.444 -0.753 -1.416
O -2.290 -1.298 -2.049
C 0.873 -1.976 0.056
O 1.190 -3.117 0.117
C 2.861 2.180 -0.043
C 2.148 2.812 0.960
C 0.936 3.412 0.680
C 0.548 3.569 -0.638
C 1.248 2.938 -1.649
C 2.462 2.339 -1.357
H 3.763 1.634 0.187
H 2.517 2.792 1.967
H 0.340 3.825 1.479
H -0.330 4.140 -0.867
H 0.891 2.987 -2.666
H 3.072 1.962 -2.153
N -2.877 -3.254 1.951
C -2.168 -3.149 0.847
N -2.099 -4.080 -0.091
S -1.383 -1.348 1.120
H -3.459 -4.028 2.236
H -2.808 -2.433 2.547
H -1.565 -4.000 -0.939
H -2.630 -4.944 0.031
*
```



No. 4
The following is a DFT calculation (ωB97M-V/def2-TZVPD) of 3 unconnected molecules or ions with the total composition C18H37N2O7.

## Properties
* gap between HOMO and LUMO: 4.1 eV
* E_HOMO: -1.84 eV

Geometry as ORCA input:
```
! RIJCOSX wB97M-V def2-TZVPD def2/J DEFGRID3
* xyz -1 1
C -3.754 3.276 3.895
C -4.609 4.188 3.015
C -4.142 4.308 1.562
C -2.655 4.657 1.374
N -1.997 3.927 0.287
C -0.783 3.174 0.724
C -1.163 1.698 0.971
C -1.365 0.762 -0.250
C -2.833 0.409 -0.506
C -0.565 -0.539 -0.036
N 0.248 3.194 -0.372
C -0.190 3.593 -1.715
C 1.470 3.775 -0.065
C 1.722 4.400 1.289
O 2.401 3.784 -0.883
H -2.785 3.709 4.130
H -3.610 2.295 3.447
H -4.268 3.131 4.850
H -4.692 5.164 3.497
H -5.615 3.759 3.003
H -4.739 5.101 1.101
H -4.411 3.395 1.027
H -2.091 4.470 2.287
H -2.587 5.738 1.194
H -2.686 3.282 -0.089
H -0.426 1.262 1.650
H -2.104 1.720 1.530
H -0.966 1.207 -1.157
H -2.898 -0.436 -1.199
H -3.378 1.226 -0.984
H -3.363 0.140 0.408
H 0.495 -0.317 -0.152
H -0.700 -0.878 0.994
H -0.880 -1.342 -0.704
H -1.061 3.020 -2.018
H -0.402 4.659 -1.780
H 0.608 3.370 -2.426
H 2.402 5.236 1.109
H 0.819 4.746 1.772
H 2.251 3.694 1.926
C 1.497 -3.987 -0.409
O 0.581 -4.563 0.529
C -0.058 -5.634 0.086
O 0.071 -6.148 -0.995
O -0.878 -6.060 1.050
C -1.640 -7.213 0.700
H 1.943 -3.126 0.077
H 2.279 -4.699 -0.669
H 0.974 -3.658 -1.304
H -0.986 -8.055 0.480
H -2.278 -7.007 -0.157
H -2.254 -7.443 1.566
C 4.769 -5.712 -3.695
O 4.590 -4.656 -2.752
C 5.520 -3.704 -2.799
O 6.462 -3.677 -3.546
O 5.217 -2.791 -1.883
C 6.116 -1.681 -1.824
H 3.942 -6.398 -3.538
H 4.737 -5.327 -4.712
H 5.712 -6.227 -3.521
H 6.126 -1.146 -2.771
H 7.121 -2.016 -1.574
H 5.740 -1.029 -1.042
*
```



No. 5
The following is a DFT calculation (ωB97M-V/def2-TZVPD) of a molecular structure, C18H38AlCl2HgN2O2S3.

## Properties
* gap between HOMO and LUMO: 1.8 eV
* E_HOMO: -10.16 eV

Geometry as ORCA input:
```
! RIJCOSX wB97M-V def2-TZVPD def2/J DEFGRID3
* xyz 1 1
C -5.158 -3.052 0.289
C -4.288 -2.195 1.383
C -3.552 -0.847 0.734
C -2.045 -0.606 1.409
N -1.878 0.769 2.022
C -0.963 1.636 1.184
C -1.548 2.038 -0.295
C -0.795 3.419 -0.757
C 0.455 3.218 -1.797
Al 1.702 1.646 -1.378
Cl 2.709 2.125 0.647
C 3.287 1.448 -2.714
C 3.984 -0.004 -2.384
C 5.175 -0.447 -3.425
C 4.806 -1.979 -3.956
S 3.703 -1.829 -5.504
O 2.509 -0.827 -5.265
O 4.618 -1.245 -6.614
Cl 2.987 -3.762 -5.968
N 0.831 -0.052 -1.141
C 0.371 -0.672 -2.442
C 0.009 0.394 -3.634
C -1.175 0.684 3.393
S 0.268 -0.249 3.632
S -1.938 1.680 4.789
C -2.217 0.644 6.328
C -0.871 -0.069 6.934
C -0.762 -0.075 8.570
H -6.288 -3.122 0.660
H -4.785 -4.184 0.250
H -5.068 -2.659 -0.823
H -4.970 -1.894 2.311
H -3.482 -2.947 1.831
H -4.240 0.113 0.809
H -3.450 -1.065 -0.434
H -1.893 -1.489 2.166
H -1.294 -0.647 0.484
H 0.088 1.129 1.099
H -0.817 2.661 1.773
H -1.498 1.190 -1.099
H -2.709 2.267 -0.138
H -1.613 4.062 -1.344
H -0.470 4.113 0.156
H 0.014 3.209 -2.892
H 1.122 4.204 -1.728
H 2.978 1.604 -3.832
H 4.085 2.274 -2.388
H 3.157 -0.832 -2.432
H 4.338 0.035 -1.244
H 6.183 -0.559 -2.819
H 5.305 0.323 -4.305
H 5.785 -2.626 -4.168
H 4.206 -2.608 -3.140
H 1.529 -0.739 -0.727
H 1.114 -1.479 -2.866
H -0.646 -1.245 -2.191
H -0.785 1.217 -3.300
H 0.930 0.918 -4.130
H -0.535 -0.223 -4.492
H -3.077 -0.160 6.135
H -2.634 1.376 7.173
H -0.837 -1.171 6.518
H 0.063 0.489 6.446
H -1.830 -0.122 9.045
H -0.253 0.950 8.885
H -0.078 -1.013 8.851
Hg 2.130 -3.141 -8.142
*
```



No. 6
The following is a DFT calculation (ωB97M-V/def2-TZVPD) of 4 unconnected molecules or ions with the total composition C18H38BFN4O9.

## Properties
* gap between HOMO and LUMO: 9.9 eV
* E_HOMO: -9.33 eV
* structure (SMILES): CC(=O)OCCCCCOC(=O)N(F)CB(O)O.CN(C)C=O.CN(C)C=O.CN(C)C=O

Geometry as ORCA input:
```
! RIJCOSX wB97M-V def2-TZVPD def2/J DEFGRID3
* xyz 0 1
C 2.608 3.269 -0.108
C 1.957 2.585 -1.272
O 2.474 1.665 -1.881
O 0.744 3.102 -1.614
C -0.321 2.140 -1.654
C -1.139 2.114 -0.366
C -1.218 0.718 0.286
C -0.509 0.677 1.641
C -0.141 -0.731 2.069
O 0.415 -1.530 1.011
C 1.701 -1.265 0.745
O 2.226 -0.183 0.632
N 2.388 -2.536 0.536
F 3.757 -2.241 0.767
C 2.307 -2.825 -0.916
B 2.663 -4.355 -1.206
O 3.732 -4.722 -1.960
O 1.851 -5.341 -0.688
H 2.394 2.734 0.809
H 2.183 4.263 0.000
H 3.669 3.380 -0.284
H 0.071 1.161 -1.908
H -0.985 2.434 -2.457
H -0.742 2.823 0.354
H -2.152 2.430 -0.594
H -2.256 0.426 0.434
H -0.793 -0.004 -0.402
H -1.120 1.158 2.398
H 0.408 1.244 1.559
H -1.060 -1.238 2.352
H 0.496 -0.747 2.948
H 2.916 -2.108 -1.463
H 1.264 -2.660 -1.190
H 4.431 -4.070 -1.913
H 0.940 -5.203 -0.948
C 1.950 2.241 4.033
O 1.219 2.450 3.083
N 1.845 2.857 5.223
C 2.743 2.567 6.323
C 0.794 3.845 5.401
H 2.775 1.510 3.991
H 2.181 2.196 7.183
H 3.282 3.469 6.619
H 3.465 1.811 6.024
H -0.183 3.389 5.240
H 0.913 4.654 4.680
H 0.844 4.248 6.409
C -3.049 3.423 -4.521
O -2.926 3.030 -3.377
N -3.436 2.651 -5.550
C -3.565 3.168 -6.897
C -3.731 1.250 -5.293
H -2.845 4.467 -4.811
H -4.591 3.051 -7.251
H -2.896 2.633 -7.574
H -3.308 4.225 -6.915
H -4.537 1.164 -4.565
H -2.852 0.749 -4.887
H -4.027 0.767 -6.221
C -1.615 -5.386 -0.783
O -2.106 -4.524 -1.486
N -1.301 -5.232 0.514
C -0.700 -6.296 1.294
C -1.573 -3.951 1.152
H -1.370 -6.392 -1.169
H -1.343 -6.556 2.138
H 0.273 -5.981 1.674
H -0.563 -7.180 0.674
H -2.640 -3.730 1.102
H -1.032 -3.164 0.632
H -1.254 -3.988 2.191
*
```



No. 7
The following is a DFT calculation (ωB97M-V/def2-TZVPD) of 3 unconnected molecules or ions with the total composition C18H38FN3O7.

## Properties
* energy relative to the best compared isomer or geometry (same formula, charge and spin): 224.0 kcal/mol
* gap between HOMO and LUMO: 9.2 eV
* E_HOMO: -8.61 eV
* structure (SMILES): C#CCN(F)C(=O)OCCO.COCCNCCOC.COCCNCCOC

Geometry as ORCA input:
```
! RIJCOSX wB97M-V def2-TZVPD def2/J DEFGRID3
* xyz 0 1
C 0.028 6.685 1.199
C -0.341 5.777 0.477
C -0.615 4.460 -0.315
N 0.113 4.619 -1.621
F -0.366 3.635 -2.491
C 1.543 4.235 -1.441
O 2.419 5.040 -1.605
O 1.758 2.883 -1.126
C 2.407 2.719 0.155
C 3.303 1.397 0.045
O 2.627 0.306 -0.580
H 0.296 7.675 1.625
H -1.717 4.338 -0.550
H -0.271 3.536 0.242
H 1.702 2.619 1.031
H 3.136 3.554 0.402
H 3.540 1.058 1.106
H 4.278 1.659 -0.458
H 2.419 0.494 -1.515
C -6.345 2.919 -2.962
O -6.386 1.511 -2.786
C -5.647 0.801 -3.780
C -4.427 0.128 -3.158
N -3.424 1.117 -2.768
C -2.342 0.566 -1.950
C -2.712 0.027 -0.563
O -3.144 1.030 0.349
C -4.526 1.345 0.274
H -7.035 3.366 -2.244
H -5.343 3.308 -2.763
H -6.662 3.198 -3.970
H -5.366 1.441 -4.622
H -6.312 0.022 -4.167
H -3.989 -0.563 -3.884
H -4.772 -0.451 -2.294
H -3.876 1.856 -2.242
H -1.615 1.372 -1.812
H -1.833 -0.221 -2.517
H -1.800 -0.393 -0.127
H -3.430 -0.799 -0.607
H -5.135 0.487 -0.021
H -4.688 2.180 -0.412
H -4.850 1.673 1.264
C 1.389 -1.977 1.262
O 1.330 -3.388 1.422
C 2.062 -4.094 0.422
C 3.272 -4.789 1.037
N 4.287 -3.818 1.441
C 5.360 -4.391 2.255
C 4.980 -4.942 3.635
O 4.558 -3.947 4.558
C 3.181 -3.615 4.484
H 0.704 -1.529 1.985
H 2.396 -1.604 1.468
H 1.078 -1.682 0.259
H 2.352 -3.447 -0.413
H 1.388 -4.860 0.024
H 3.704 -5.477 0.304
H 2.919 -5.374 1.894
H 3.843 -3.079 1.975
H 6.096 -3.596 2.404
H 5.860 -5.178 1.679
H 5.887 -5.378 4.067
H 4.253 -5.759 3.579
H 2.563 -4.462 4.177
H 3.030 -2.770 3.809
H 2.858 -3.296 5.478
*
```



Number 7 is which compound?
C18H38FN3O7



What is the formula in the third record?
C18H37N2O2P3SW